No. 1
Entry from the Open Molecules 2025 dataset: a molecular structure, C5H10N2O (ωB97M-V with the def2-TZVPD basis set).

Output
- Multiplicity: 1
- Energy relative to the best compared isomer or geometry (same formula, charge and spin): 662.7 kJ/mol
- Energy: -10368.4373 eV
- Net charge: 0
- F_max: 0.06231 Eh/bohr
- LUMO energy (alpha / beta): 0.695 / 0.628 eV
- HOMO level (alpha / beta): -6.2 / -7.3 eV
- Gap between HOMO and LUMO (alpha / beta): 6.917 / 7.971 eV

```
18
Properties=species:S:1:pos:R:3:lowdin_charge:R:1
C -0.4361 -1.7300 -1.1622 -0.032
C 2.0193 0.4387 1.1356 -0.092
C -0.8366 -0.5113 -0.3777 -0.402
C -0.0941 0.7301 -0.2233 -0.333
N 0.2665 1.6364 -1.1716 0.138
C 0.5485 0.2408 0.8951 -0.115
O -2.4447 -0.1419 1.2318 -0.058
N -2.1044 -0.1674 -0.1548 0.055
H -3.3950 0.0466 1.2204 0.086
H -0.4380 1.7848 -1.8849 0.106
H 0.7173 2.4697 -0.8159 0.102
H 0.0147 -0.1457 1.7570 0.108
H 0.6405 -1.7409 -1.3470 0.081
H -0.7389 -2.6250 -0.6136 0.076
H -0.9353 -1.7426 -2.1356 0.072
H 2.1832 1.1651 1.9385 0.071
H 2.4815 -0.4976 1.4596 0.071
H 2.5515 0.7903 0.2486 0.067
```

***

No. 2
Entry from the Open Molecules 2025 dataset: a molecular structure, C45H37N2OP2Zr (ωB97M-V with the def2-TZVPD basis set).

Output
- Multiplicity: 1
- Energy: -72130.7298 eV
- Net charge: +3
- F_max: 0.02584 Eh/bohr
- LUMO energy: -9.098 eV
- HOMO level: -15.8 eV
- Gap between HOMO and LUMO: 6.707 eV

```
88
Properties=species:S:1:pos:R:3:lowdin_charge:R:1
Zr -0.2403 0.4966 0.2513 1.751
C -2.7062 3.9028 1.5166 -0.033
C -1.9690 4.5091 0.4989 -0.036
C -0.6771 4.0866 0.2265 -0.106
C -0.0706 3.0787 0.9954 -0.435
C -0.8252 2.4602 2.0059 -0.169
C -2.1353 2.8853 2.2605 -0.053
P 1.6370 2.5804 0.4923 1.079
C 2.6763 4.0576 0.5369 -0.374
C 2.3047 5.2450 1.1603 -0.075
C 3.1910 6.3113 1.1646 -0.041
C 4.4325 6.1948 0.5541 -0.031
C 4.8018 5.0073 -0.0644 -0.046
C 3.9205 3.9394 -0.0874 -0.098
C 2.1052 1.4390 1.8204 -0.416
C 3.1372 1.6240 2.7242 -0.043
C 3.3809 0.6351 3.6723 -0.026
C 2.5861 -0.5017 3.7115 -0.042
C 1.5545 -0.6763 2.7953 -0.107
C 1.3043 0.2730 1.7988 -0.329
H -3.7037 4.2543 1.7454 0.129
H -2.4002 5.3203 -0.0742 0.133
H -0.1091 4.5788 -0.5561 0.128
H -0.3446 1.7983 2.7224 0.111
H -2.6792 2.4521 3.0901 0.120
H 1.3515 5.3413 1.6632 0.109
H 2.9105 7.2349 1.6524 0.123
H 5.1152 7.0335 0.5618 0.125
H 5.7703 4.9178 -0.5370 0.122
H 4.2048 3.0153 -0.5784 0.106
H 3.7443 2.5206 2.6954 0.119
H 4.1878 0.7561 4.3828 0.126
H 2.7702 -1.2587 4.4627 0.121
H 0.9613 -1.5797 2.8638 0.078
N -2.2178 1.4434 -0.8850 0.031
C -2.1021 0.9518 -2.2526 -0.228
C -3.1889 0.6959 -3.0394 0.019
C -3.0220 0.2975 -4.3821 -0.020
C -1.7707 0.1708 -4.9133 0.012
C -0.6292 0.3951 -4.1076 -0.131
C 0.6915 0.2286 -4.5793 0.055
C 1.7468 0.4288 -3.7299 0.005
C 1.4915 0.7905 -2.4049 -0.109
N 0.2715 0.9720 -1.9213 -0.065
C -0.7954 0.7816 -2.7624 -0.176
H -3.1917 1.3838 -0.5972 0.119
H -2.0090 2.4454 -0.8934 0.086
H -4.1903 0.8229 -2.6433 0.132
H -3.8974 0.1244 -4.9923 0.129
H -1.6372 -0.1007 -5.9525 0.136
H 0.8590 -0.0601 -5.6099 0.143
H 2.7686 0.3063 -4.0588 0.130
H 2.3116 0.9424 -1.7142 0.098
O -0.0040 -1.2663 -0.6143 -0.476
P -0.5261 -2.6481 -0.0777 0.919
C -1.6589 -3.3171 -1.2617 -0.296
C -2.8028 -4.0019 -0.8481 -0.062
C -3.6321 -4.5736 -1.8001 -0.036
C -3.3194 -4.4572 -3.1481 -0.026
C -2.1798 -3.7725 -3.5579 -0.045
C -1.3396 -3.2026 -2.6183 -0.062
C 0.8344 -3.7111 0.2931 -0.294
C 0.6084 -5.0836 0.4305 -0.058
C 1.6742 -5.9201 0.7126 -0.034
C 2.9538 -5.3921 0.8381 -0.022
C 3.1781 -4.0288 0.6866 -0.038
C 2.1207 -3.1778 0.4143 -0.067
C -1.4279 -2.1498 1.4017 -0.301
C -2.2654 -1.0245 1.2595 -0.181
C -2.9729 -0.5438 2.3588 -0.045
C -2.8350 -1.1694 3.5918 -0.011
C -2.0224 -2.2884 3.7219 0.003
C -1.3127 -2.7809 2.6293 -0.043
H -3.0409 -4.0878 0.2060 0.116
H -4.5182 -5.1112 -1.4918 0.125
H -3.9667 -4.9107 -3.8868 0.126
H -1.9429 -3.7004 -4.6109 0.120
H -0.4370 -2.6864 -2.9247 0.112
H -0.3859 -5.4964 0.3019 0.118
H 1.5114 -6.9835 0.8210 0.126
H 3.7860 -6.0508 1.0473 0.127
H 4.1808 -3.6338 0.7775 0.122
H 2.2883 -2.1153 0.2979 0.095
H -2.5429 -0.7042 0.2535 0.094
H -3.6633 0.2821 2.2458 0.117
H -3.3912 -0.8073 4.4462 0.131
H -1.9474 -2.7867 4.6795 0.135
H -0.6768 -3.6519 2.7366 0.127
```